Entry 1:
The following is a quantum chemistry calculation of one molecule with the formula C4H7NO2S, from OMol25.

XYZ file:
```
15
Properties=species:S:1:pos:R:3:forces:R:3
C 0.0679 0.7969 0.2905 -1.61 -3.05 3.08
C -0.5148 -1.2984 -0.9791 -3.40 -0.06 -0.50
C 1.3469 1.2994 0.0017 0.65 4.40 -3.56
C -0.9171 -1.5468 0.4640 -0.88 0.69 -1.72
N 0.1620 -0.6991 0.1003 1.38 1.86 1.34
O -2.1210 -1.0968 1.0104 1.15 0.69 0.37
O 2.9441 3.0182 -1.1695 -1.10 -0.13 -0.12
S 1.5249 2.5709 -1.0876 1.13 -1.82 1.70
H -0.0993 0.9791 1.4457 -0.11 -0.35 -2.09
H -0.7475 1.1601 -0.2826 -0.77 0.86 -0.41
H -0.1193 -2.2326 -1.3269 0.58 0.24 -1.12
H -1.3091 -0.7202 -1.5990 1.65 -0.97 0.99
H -1.7890 -0.7188 1.8464 -0.92 -0.06 -0.12
H 2.1832 0.9782 0.5061 1.84 -0.82 1.02
H -0.6120 -2.4901 0.7795 0.41 -1.46 1.13
```
Positions in Å, forces in eV/Å.

Summary:
Electronic energy, eV: -20677.931
LUMO, eV: -0.346
Multiplicity: 1
F_max, eV/A: 5.70
Kohn-Sham gap, eV: 8.77

The Löwdin scheme yields these atomic charges, measured in e:
1 C -0.28
2 C -0.09
3 C -0.36
4 C -0.37
5 N -0.08
6 O 0.01
7 O -0.59
8 S 0.96
9 H 0.17
10 H 0.10
11 H 0.10
12 H 0.16
13 H 0.10
14 H 0.06
15 H 0.12

***

Entry 2:
The following is a quantum chemistry calculation of a 2-piece molecular cluster, C4H15N3O overall, from OMol25.

XYZ file:
```
23
Properties=species:S:1:pos:R:3:forces:R:3
C 0.1496 0.6417 -0.3483 0.21 0.09 0.08
N 0.8976 0.9690 0.8490 0.85 0.63 0.02
C 2.3460 1.1302 0.7020 -1.00 -0.21 0.11
N 3.0445 -0.0604 0.2805 -0.61 0.09 0.51
C -0.7131 -0.5976 -0.1963 -0.74 0.58 -0.94
N 0.0642 -1.8087 -0.0723 0.47 -0.10 0.78
C -0.4908 -2.8221 0.8308 -0.65 0.10 -0.68
H 0.8393 0.5114 -1.1928 0.10 -0.35 0.14
H -0.4516 1.4903 -0.6986 -0.30 -0.08 0.37
H 0.6614 0.5060 1.7125 -0.29 -0.32 -0.30
H 2.4740 1.9716 0.0138 0.25 0.03 0.06
H 2.7014 1.3937 1.6969 0.30 0.21 -0.15
H 2.8323 -0.4443 -0.6173 0.40 -0.05 -0.22
H 3.8900 -0.3001 0.7503 0.27 -0.16 -0.23
H -1.4422 -0.4547 0.6158 0.23 -0.01 0.25
H -1.3332 -0.5885 -1.1070 0.02 -0.45 0.10
H 0.9594 -1.5500 0.3368 -0.01 0.12 -0.21
H -1.1817 -3.4790 0.2903 0.23 -0.10 -0.05
H 0.3319 -3.4097 1.2269 -0.11 -0.14 0.15
H -1.1134 -2.4009 1.6330 0.36 0.12 0.22
H -4.7143 3.1420 -3.0373 -0.23 -0.27 0.24
H -5.1299 2.7813 -1.5588 -0.12 -0.20 -0.32
O -4.6213 3.3787 -2.1099 0.36 0.47 0.08
```
Positions in Å, forces in eV/Å.

Summary:
Electronic energy, eV: -10908.096
LUMO, eV: 0.908
Multiplicity: 1
SMILES string: CNCCNCN.O
F_max, eV/A: 1.33
Kohn-Sham gap, eV: 9.38

The Löwdin scheme yields these atomic charges, measured in e:
1 C -0.24
2 N -0.08
3 C -0.31
4 N 0.01
5 C -0.27
6 N -0.12
7 C -0.14
8 H 0.11
9 H 0.11
10 H 0.10
11 H 0.11
12 H 0.11
13 H 0.06
14 H 0.06
15 H 0.11
16 H 0.11
17 H 0.06
18 H 0.07
19 H 0.07
20 H 0.07
21 H 0.03
22 H 0.03
23 O -0.06

***

Entry 3:
The following is a quantum chemistry calculation of one molecule with the formula CH2N4, from OMol25.

XYZ file:
```
7
Properties=species:S:1:pos:R:3:forces:R:3
C -0.4936 0.5962 -0.0740 -3.01 -0.35 1.05
H -1.5257 1.0227 0.0745 1.44 -0.40 -0.58
H -0.9646 -1.4462 0.1582 0.13 -0.58 -0.25
N 0.6093 1.2310 -0.0485 1.85 0.20 0.40
N 1.6029 0.2483 0.0146 -1.51 -0.24 -1.33
N 1.0599 -0.9118 -0.0771 0.04 -0.08 1.24
N -0.2882 -0.7402 -0.0476 1.06 1.44 -0.54
```
Positions in Å, forces in eV/Å.

Summary:
Electronic energy, eV: -7028.090
LUMO, eV: 0.675
Multiplicity: 1
SMILES string: c1nnn[nH]1
F_max, eV/A: 3.21
Kohn-Sham gap, eV: 11.86

The Löwdin scheme yields these atomic charges, measured in e:
1 C -0.25
2 H 0.13
3 H 0.14
4 N 0.01
5 N -0.03
6 N -0.02
7 N 0.02

***

Entry 4:
The following is a quantum chemistry calculation of one molecule with the formula C5H6O, from OMol25.

XYZ file:
```
12
Properties=species:S:1:pos:R:3:forces:R:3
C 0.6042 -1.3031 0.2529 0.06 -0.09 -0.04
C 0.1383 0.1435 0.4974 -0.04 -0.03 0.08
C 1.1370 1.0991 -0.1625 -0.02 0.05 -0.49
O 1.2472 1.2093 -1.3576 0.03 -0.02 0.74
C -1.2086 0.3835 -0.0242 -0.45 0.10 -0.14
C -2.3125 0.6017 -0.4473 0.39 -0.09 0.12
H -0.0849 -2.0146 0.7165 0.08 0.16 -0.08
H 0.6452 -1.4935 -0.8229 0.00 0.00 0.16
H 1.6009 -1.4602 0.6791 -0.13 0.03 -0.08
H 0.1357 0.3430 1.5760 0.00 0.00 -0.13
H 1.7772 1.6750 0.5415 -0.02 -0.07 -0.20
H -3.2850 0.7984 -0.8363 0.10 -0.03 0.05
```
Positions in Å, forces in eV/Å.

Summary:
Electronic energy, eV: -7327.335
LUMO, eV: 0.834
Multiplicity: 1
SMILES string: C#C[C@@H](C)C=O
F_max, eV/A: 0.74
Kohn-Sham gap, eV: 10.68

The Löwdin scheme yields these atomic charges, measured in e:
1 C -0.06
2 C -0.35
3 C -0.23
4 O 0.07
5 C -0.12
6 C 0.13
7 H 0.08
8 H 0.09
9 H 0.08
10 H 0.14
11 H 0.13
12 H 0.03

***

Energy relative to the best compared isomer or geometry (same formula, charge and spin) values, unit kcal/mol, following the record order: 110.8, 33.3, 42.8, 45.0.